{"formula": "C48H86N14O8", "method": "wB97M-V/def2-TZVPD", "homo_ev": -7.573, "orbital_gap_ev": 7.9, "charge": 0, "species": ["O", "O", "O", "O", "O", "O", "O", "O", "N", "N", "N", "N", "N", "N", "N", "N", "N", "N", "N", "N", "N", "N", "C", "C", "C", "C", "C", "C", "C", "C", "C", "C", "C", "C", "C", "C", "C", "C", "C", "C", "C", "C", "C", "C", "C", "C", "C", "C", "C", "C", "C", "C", "C", "C", "C", "C", "C", "C", "C", "C", "C", "C", "C", "C", "C", "C", "C", "C", "C", "C", "H", "H", "H", "H", "H", "H", "H", "H", "H", "H", "H", "H", "H", "H", "H", "H", "H", "H", "H", "H", "H", "H", "H", "H", "H", "H", "H", "H", "H", "H", "H", "H", "H", "H", "H", "H", "H", "H", "H", "H", "H", "H", "H", "H", "H", "H", "H", "H", "H", "H", "H", "H", "H", "H", "H", "H", "H", "H", "H", "H", "H", "H", "H", "H", "H", "H", "H", "H", "H", "H", "H", "H", "H", "H", "H", "H", "H", "H", "H", "H", "H", "H", "H", "H", "H", "H"], "xyz": [[-3.2361, -0.8913, -1.4501], [2.1843, 5.7781, 1.9679], [-1.5499, 3.8367, -2.7081], [4.2606, -1.6135, -0.3638], [3.1831, -3.3067, 4.9122], [-0.0797, -1.8469, -3.2024], [0.1382, -5.1519, -3.0028], [-4.2732, -0.8021, 7.2470], [-0.3633, 2.6615, -4.2692], [-2.7826, 2.9741, -0.3869], [0.6427, 5.5464, 0.2866], [-1.2328, -1.6611, -5.1526], [-0.9694, -5.3195, -0.9768], [-5.4030, -0.6439, -1.7459], [-2.5520, -0.2391, 5.7914], [2.0174, 3.9020, 4.1667], [3.3526, -3.7325, -0.3449], [5.0708, 4.1845, -0.5243], [3.7987, -0.1747, -3.0674], [3.4155, -1.7160, 3.3406], [-0.0950, -0.3105, -0.7184], [-1.6386, -3.7576, 4.5546], [-2.7208, -3.6055, 3.7373], [-1.4096, 3.4030, -3.8594], [4.3987, -2.8220, -0.3109], [3.4340, 0.7405, -5.0870], [1.2591, 2.6355, 5.8423], [-2.3106, -0.8882, -4.5300], [-0.8366, -0.2423, 0.4316], [2.0591, -3.2855, -0.7393], [-0.1185, -5.7099, -1.9535], [0.4211, 5.8601, -1.0980], [2.5774, 2.6624, 3.9853], [-2.7404, 1.1986, 6.0705], [5.2503, 2.8927, -0.4356], [2.3209, -2.2702, 2.5284], [2.8530, -0.5368, -5.0595], [-0.4699, -3.4393, 3.8989], [2.1950, 1.8730, 5.0752], [0.7149, 2.3005, -3.3052], [-3.0598, 2.5175, 0.8530], [3.8200, -0.3497, 3.0299], [-0.7950, -3.1312, 2.5969], [1.1191, 0.2862, -0.5168], [4.0815, 2.1757, -0.5683], [3.6487, -2.2592, 4.5433], [3.5059, -5.0592, 0.1595], [1.7462, 6.0349, 0.8545], [1.1014, 0.8100, 0.7829], [-1.7795, -4.0832, -1.0425], [3.0547, 3.1456, -0.8508], [-0.1190, 4.4337, 0.8538], [-4.9508, 3.2705, -0.0766], [-1.0083, -5.9455, 0.3125], [-0.2756, 2.3279, -5.6245], [3.7365, 4.3743, -0.8002], [-3.9125, 3.4541, -0.9734], [3.1210, -1.1049, -3.8523], [4.0512, 0.9366, -3.8904], [-4.2054, -0.1709, -1.4612], [-3.3991, -1.1724, 6.4368], [-0.2187, -2.1516, -4.3674], [-4.4442, 2.6301, 1.0845], [-6.6602, 0.1649, -1.8014], [1.2127, 3.8834, 5.2611], [-5.5132, -2.0351, -2.1191], [-1.5518, -0.5924, 4.8136], [-0.0964, 0.4350, 1.4015], [-1.4341, -2.1678, -6.4966], [-2.2141, -3.1975, 2.5085], [0.3318, 2.5861, -2.3293], [4.0984, 1.0946, -0.4486], [4.5716, 1.7907, -3.5114], [0.6882, 2.6429, -6.1077], [-1.0673, 2.7810, -6.1763], [-4.5506, -2.5205, -2.0639], [-1.9097, 3.1725, -0.8233], [1.6273, 2.8303, -3.5510], [-1.1046, 4.8106, 1.0620], [-0.5551, 6.3398, -1.2977], [0.5136, -6.5637, -1.5882], [1.9887, -2.2672, -1.0135], [1.7632, -3.7692, -1.6577], [-3.0442, -1.5722, -4.1224], [3.2179, -5.0986, 1.1967], [1.8150, 0.3301, -1.3589], [0.8938, 1.2080, -3.3661], [2.8493, -5.7226, -0.3588], [0.7716, 4.8110, 5.5946], [-4.2423, 0.8921, -1.2698], [-2.1355, 3.7439, -4.6093], [-5.9609, -2.4785, -1.2550], [2.5750, -2.0982, 1.4780], [-3.0310, -2.1849, 6.2848], [-1.4104, -3.4576, -0.1911], [5.7005, 4.9291, -0.2856], [-2.0700, -6.1343, 0.4256], [-1.7488, -3.9802, 5.5306], [-6.0258, -2.2722, -3.0273], [-7.2676, -0.2854, -1.0764], [3.2811, 5.3284, -1.0291], [1.1810, 6.5259, -1.4699], [-2.8037, -4.2848, -0.9008], [-3.6368, 1.3761, 6.6575], [3.2915, 2.5213, 3.1960], [-0.3729, -0.7217, -1.5913], [1.9928, 3.0113, -1.0673], [-1.3099, -1.3843, -7.1914], [3.0287, 0.3289, 3.1257], [-1.2641, -1.6176, 4.7586], [2.5230, 0.8409, 5.2102], [-2.7940, -0.2489, -5.2148], [-1.9670, -0.1573, -3.8207], [-7.0324, 0.0224, -2.7727], [-2.8535, -2.9701, 1.7150], [0.6447, 2.3429, 6.7088], [-1.7866, -0.6655, 0.3727], [-0.0804, -2.8652, 1.8510], [-2.2747, 2.1294, 1.4753], [-2.4140, -2.5509, -6.5518], [1.9443, 1.2868, 1.2621], [6.2843, 2.5840, -0.2563], [-3.7478, -3.8199, 4.0926], [-0.6926, 0.0790, 5.0686], [1.3814, -1.7824, 2.7812], [0.2818, 4.0915, 1.7821], [-0.3615, 0.5442, 2.4443], [4.2467, -1.5827, 5.2271], [-5.9893, 3.4753, -0.2865], [2.2335, -3.3451, 2.6877], [-1.9377, 1.5821, 6.7072], [4.1008, -0.3810, -2.1120], [-6.4320, 1.2086, -1.5747], [4.1183, -0.2797, 1.9910], [2.3034, 6.7764, 0.2937], [3.5574, 1.4526, -5.8865], [-0.2523, 1.2097, -5.6864], [-0.5168, -6.9273, 0.2514], [-0.7275, -2.9617, -6.6960], [0.4721, 5.0102, -1.7960], [-2.8366, 1.7526, 5.1314], [0.4479, -3.5191, 4.4039], [2.2913, -1.0092, -5.8523], [-0.1624, 3.5970, 0.1626], [1.2275, -3.4364, -0.0868], [-1.6025, -3.5004, -1.9563], [2.1477, 4.6623, 3.5304], [4.5621, -0.0779, 3.7682], [-5.0399, 2.3191, 1.9102], [0.4859, -2.7692, -4.9289], [2.9142, -2.0844, -3.4998], [-3.8838, 3.7940, -1.9993], [-1.9257, -0.3796, 3.7663], [-0.7523, -5.3257, 1.1346], [4.5583, -5.3189, 0.1432], [5.3395, -3.3857, -0.0613]], "atomic_forces_ev_per_a": [[1.817, -0.235, 0.264], [-0.299, -0.294, 0.146], [0.079, -0.487, -0.745], [0.495, -0.072, -0.659], [-0.257, -1.084, 0.573], [0.187, -0.124, 0.400], [-0.648, -0.097, -0.196], [1.458, -1.458, -1.828], [-0.334, 1.036, 1.737], [-0.777, 0.488, -0.134], [0.355, -0.625, -0.514], [0.669, -0.053, 0.746], [0.016, 1.251, -1.078], [-1.730, 0.297, -1.456], [-2.139, -1.130, 1.408], [0.054, -1.135, 0.142], [1.285, 2.064, -0.160], [-2.396, 2.362, -0.820], [0.002, -0.202, -1.541], [-0.615, 0.180, -0.722], [0.434, 0.483, 0.987], [-0.129, -0.295, 0.318], [0.209, 0.171, -0.560], [0.614, 0.987, 1.564], [-1.183, -1.750, 1.303], [0.801, 0.665, 0.017], [-0.002, 0.027, 0.221], [0.619, -0.641, -0.028], [1.426, 0.486, -0.184], [-0.833, -0.446, -1.357], [1.137, 0.207, 1.059], [-0.827, 0.117, -1.222], [-0.106, 0.302, 1.491], [-0.165, -0.552, -0.015], [2.178, -2.933, 1.006], [0.904, 0.113, -0.189], [-0.470, -0.671, -0.664], [-1.305, -0.732, -0.424], [-0.230, -0.112, -1.056], [-1.147, -0.494, -0.857], [-1.036, -0.444, 0.963], [0.493, -1.275, 0.109], [-0.601, -0.054, 0.923], [-0.416, 0.598, 0.263], [0.355, 0.224, -0.186], [0.211, 1.375, 0.496], [0.380, 0.415, 0.536], [0.536, 0.023, 1.439], [1.410, -0.484, -0.886], [2.524, 0.668, 0.280], [1.693, 0.899, 0.331], [-0.048, 0.782, -0.274], [-0.163, -0.300, -0.620], [-1.331, -1.615, -1.200], [2.134, -1.906, -1.317], [-1.776, -0.328, -0.489], [-0.773, -0.190, 0.190], [0.384, 1.101, 0.829], [-0.417, -0.793, 1.658], [-0.413, 0.386, -0.052], [0.606, 3.649, 1.163], [-0.963, 1.082, -0.628], [1.591, 0.570, -1.291], [3.015, -0.458, 0.459], [0.060, 0.351, 0.168], [0.420, -0.224, 1.687], [-0.067, 2.036, -0.924], [-0.952, -0.776, -0.668], [0.713, -0.060, 1.301], [-0.125, -0.555, 1.401], [0.197, -0.167, 0.026], [-0.491, 0.291, -0.167], [0.176, 0.186, 0.154], [-0.660, -0.001, 0.574], [-0.699, 0.014, -0.429], [0.494, 0.307, -0.605], [0.651, -0.307, -0.082], [0.169, 0.095, -0.023], [-0.678, -0.115, -0.038], [0.292, -0.235, 0.341], [-0.517, 0.056, -0.349], [0.602, 1.296, 0.099], [-0.070, -0.564, -0.431], [-0.184, 0.073, 0.482], [-0.266, -0.015, 0.659], [-0.077, 0.087, 0.643], [-0.041, 0.557, 0.075], [-0.031, -0.689, -0.669], [-0.297, -0.215, -0.039], [0.490, 0.692, 0.343], [0.139, -0.512, -0.392], [-1.171, -0.862, 0.264], [-0.276, 0.170, 0.200], [-0.458, -0.418, -0.189], [-0.527, -0.217, -0.634], [0.164, -0.189, -0.165], [-0.343, -0.474, 0.665], [0.423, -0.082, -0.089], [-0.427, 0.237, -0.540], [-1.426, -0.204, 0.991], [0.501, 0.026, 0.186], [0.333, 0.521, 0.151], [-1.304, -0.364, 0.138], [-0.217, -0.408, -0.157], [0.032, -0.170, -0.131], [-0.278, -0.299, -0.231], [0.640, -0.005, 0.249], [0.112, 0.882, -1.058], [-1.461, 0.820, 0.282], [0.073, -0.352, 0.686], [-0.318, 0.421, 0.142], [-0.602, 0.364, -1.543], [0.508, -0.361, 0.867], [-0.901, 0.173, -1.264], [-0.540, 0.295, -1.313], [0.719, 0.080, -0.525], [-1.392, -0.461, 0.397], [-0.012, 0.200, -0.402], [0.046, -0.093, 0.068], [-1.266, -0.620, -0.353], [-0.100, 0.138, -0.076], [-0.618, -0.446, 0.084], [0.952, 0.310, -0.396], [-0.260, -0.770, -0.689], [0.038, 0.129, -0.064], [0.621, -0.090, 0.530], [-0.025, 0.218, -0.164], [-0.075, -0.628, -0.569], [-0.010, 0.135, 0.051], [0.061, 0.109, 0.168], [0.290, -0.016, -0.437], [0.031, 0.292, -0.556], [-0.108, -0.177, -0.032], [0.648, -0.098, -0.096], [-0.190, 0.341, -0.737], [-0.377, -0.119, -0.221], [-0.337, 0.685, -0.458], [0.121, 0.472, 0.378], [0.169, -0.153, -0.097], [-0.103, -0.204, 0.627], [0.287, 0.001, 0.143], [1.047, -0.011, 0.420], [0.135, -0.023, -0.026], [0.122, -0.045, -0.130], [-0.242, -0.434, 1.190], [0.014, -0.474, 0.179], [-0.063, 0.521, -0.407], [0.546, 0.259, -0.256], [0.070, -0.156, 0.558], [0.103, -0.309, 0.051], [-0.301, -0.466, 0.361], [-0.047, 0.177, 0.316], [0.455, 0.141, 0.970], [0.871, 0.604, 0.608], [0.077, -0.451, -0.345], [-0.221, 0.780, -0.370]]}